[1]
DFT (ωB97M-V/def2-TZVPD) results for a cluster of 2 separate species, C19H39B3ClF3N2O10P in total in a non-equilibrium geometry.

Geometry as XYZ:
```
78
Properties=species:S:1:pos:R:3:mulliken_charge:R:1
C 3.253 3.715 -3.126 -1.39
C 2.571 3.128 -1.854 0.13
O 2.269 1.764 -1.914 0.03
C 1.417 1.403 -2.987 -2.21
C 0.230 0.510 -2.614 2.16
C -0.608 0.251 -3.896 -1.99
O 0.163 0.189 -5.115 -0.42
C 0.615 -1.006 -5.461 1.00
F 1.657 -1.397 -4.785 -0.24
F -0.295 -1.953 -5.452 -0.28
F 1.039 -0.903 -6.735 -0.35
O 0.521 -0.827 -2.223 -0.91
B 0.767 -0.915 -0.747 0.44
C -0.111 -2.031 0.081 0.01
C 0.460 -2.433 1.454 -1.40
C 0.697 -1.255 2.421 0.03
C 2.184 -0.997 2.771 -0.67
N 2.332 -0.690 4.239 -0.19
C 2.056 0.767 4.374 -0.97
C 3.724 -0.818 4.563 0.63
C 4.123 -1.146 5.997 -1.19
O 4.584 -0.653 3.781 -0.50
B 2.436 -1.232 -0.623 0.26
O 3.431 -0.374 -0.152 -0.71
O 2.891 -2.525 -1.040 -0.67
O 0.242 0.425 -0.317 1.30
C -0.602 0.933 -1.301 0.30
B -0.775 2.465 -0.960 -0.51
O -0.768 3.420 -1.982 -0.63
C -0.929 3.011 0.521 -0.48
C 0.426 3.484 1.147 -0.56
P -2.347 0.202 -1.405 0.19
O -3.203 1.080 -2.551 -0.53
Cl -3.363 0.636 0.390 -0.37
H 3.374 3.002 -3.936 0.28
H 2.612 4.518 -3.504 0.39
H 4.183 4.200 -2.831 0.32
H 3.281 3.236 -1.032 0.41
H 1.719 3.765 -1.592 -0.08
H 2.031 0.854 -3.704 0.57
H 1.005 2.271 -3.513 0.54
H -1.252 1.127 -4.014 0.43
H -1.272 -0.593 -3.733 0.72
H -1.148 -1.715 0.258 -0.24
H -0.167 -2.945 -0.533 0.13
H -0.294 -3.073 1.928 0.43
H 1.352 -3.068 1.393 0.35
H 0.280 -0.308 2.069 -0.35
H 0.207 -1.470 3.377 0.70
H 2.551 -0.121 2.239 0.51
H 2.766 -1.879 2.516 0.46
H 1.864 1.061 5.408 0.34
H 2.920 1.324 3.987 0.42
H 1.204 1.047 3.758 0.20
H 5.081 -0.673 6.182 0.34
H 3.357 -0.796 6.689 0.33
H 4.271 -2.224 6.057 0.27
H 4.222 -0.516 -0.695 0.22
H 3.100 -2.996 -0.221 0.28
H -0.448 4.226 -1.552 0.32
H -1.368 2.290 1.205 0.19
H -1.602 3.878 0.473 0.44
H 1.303 3.196 0.569 0.09
H 0.540 2.990 2.113 0.09
H 0.426 4.554 1.363 0.27
H -3.282 2.011 -2.281 0.31
C -5.673 -2.376 -0.816 -1.24
C -5.059 -2.815 0.491 0.77
O -3.859 -2.928 0.637 -0.58
N -5.906 -3.089 1.531 -0.17
C -7.352 -3.015 1.553 -0.85
H -4.883 -2.195 -1.540 0.16
H -6.331 -3.156 -1.207 0.45
H -6.235 -1.451 -0.676 0.35
H -5.427 -3.373 2.371 0.24
H -7.666 -2.304 2.320 0.27
H -7.760 -3.998 1.799 0.28
H -7.748 -2.698 0.594 0.32
```

## Properties
- Kohn-Sham gap (hartree) = 0.2310
- E_HOMO (Eh) = -0.14215
- charge = -1

[2]
DFT (ωB97M-V/def2-TZVPD) results for a structure of composition C7H15NO.

Geometry as XYZ:
```
24
Properties=species:S:1:pos:R:3:nbo_charge:R:1
C -1.509 0.714 -0.127 -0.24
C 0.509 1.033 1.800 -0.42
C 0.324 2.259 -0.931 -0.43
C 1.015 -2.163 0.532 -0.66
C -0.126 -0.651 -1.850 -0.62
N -0.125 1.193 -0.035 -0.30
C -0.035 -1.120 0.712 0.06
C -0.424 -0.261 -0.418 0.06
O -1.094 -1.548 1.555 -0.75
H -1.352 -2.458 1.331 0.44
H -2.039 0.615 0.811 0.23
H -2.093 1.115 -0.952 0.20
H 0.115 3.223 -0.465 0.21
H 0.452 2.119 1.874 0.16
H 1.526 0.665 1.799 0.21
H -0.126 0.539 2.526 0.22
H 1.400 2.164 -1.087 0.21
H -0.181 2.231 -1.901 0.20
H 1.439 -2.442 1.503 0.21
H 1.839 -1.813 -0.094 0.21
H 0.641 -3.106 0.076 0.16
H 0.943 -0.807 -2.002 0.22
H -0.631 -1.592 -2.080 0.22
H -0.468 0.091 -2.577 0.20
```

## Properties
- Kohn-Sham gap (hartree) = 0.2318
- E_HOMO (Eh) = -0.20329
- ΔE to the lowest compared entry with this formula, charge and spin (eV) = 6.4943

[3]
DFT (ωB97M-V/def2-TZVPD) results for a structure of composition C16H21Cl3ORuTe in a non-equilibrium geometry.

Geometry as XYZ:
```
43
Properties=species:S:1:pos:R:3:lowdin_spin:R:1
C -0.770 0.769 -1.828 0.13
C -0.947 -0.608 -2.250 0.01
C 0.358 -1.245 -2.202 0.03
C -2.131 -1.249 -2.840 0.02
C 1.309 -0.221 -1.859 0.14
C 0.614 0.988 -1.676 0.08
C 1.221 2.329 -1.497 0.01
C -1.810 1.815 -1.845 0.02
C 0.633 -2.615 -2.660 0.01
C 2.775 -0.367 -1.938 0.03
Ru -0.816 -1.470 -0.262 2.91
Cl -1.302 -3.581 -0.017 0.25
Cl -2.753 -0.535 0.570 0.18
Cl 1.115 -1.598 1.051 0.15
H -2.968 -0.547 -2.912 0.00
H -2.439 -2.092 -2.202 0.00
H -1.886 -1.632 -3.842 0.00
H -0.047 -3.331 -2.177 0.00
H 1.664 -2.900 -2.420 0.00
H 0.498 -2.676 -3.746 0.00
H 3.079 -1.368 -1.623 0.00
H 3.279 0.361 -1.294 0.00
H 3.150 -0.202 -2.960 0.01
H 2.231 2.238 -1.092 0.00
H 0.639 2.948 -0.809 0.00
H 1.295 2.885 -2.443 0.00
H -2.811 1.402 -1.680 0.00
H -1.801 2.354 -2.807 0.01
H -1.628 2.558 -1.058 0.00
O -0.149 2.999 1.883 0.00
H 0.758 3.189 1.626 0.00
Te -0.290 1.022 2.316 0.01
C 0.708 1.093 4.149 0.00
C 0.278 2.127 5.007 0.00
C 1.252 2.753 5.796 0.00
C 2.554 2.255 5.856 0.00
C 2.869 1.061 5.198 0.00
C 1.946 0.457 4.330 0.00
H -0.752 2.467 4.994 0.00
H 0.987 3.654 6.345 0.00
H 3.322 2.779 6.444 0.00
H 3.851 0.611 5.337 0.00
H 2.175 -0.446 3.764 0.00
```

## Properties
- Kohn-Sham gap (spin up / spin down) (hartree) = 0.1415 / 0.1694
- multiplicity = 5
- E_HOMO (spin up / spin down) (Eh) = 0.02265 / -0.00537
- charge = -2

[4]
DFT (ωB97M-V/def2-TZVPD) results for a cluster of 2 separate species, C3H10N4O in total in a non-equilibrium geometry.

Geometry as XYZ:
```
18
Properties=species:S:1:pos:R:3:nbo_charge:R:1
C 2.012 0.450 -1.050 -0.70
C 1.366 -0.415 -0.003 0.51
N 2.177 -1.291 0.641 -0.79
N 0.115 -0.450 0.234 -0.62
C -0.795 0.407 -0.378 0.81
N -1.629 -0.256 -1.244 -0.83
O -0.764 1.633 -0.302 -0.69
H 3.078 0.569 -0.868 0.21
H 1.875 -0.007 -2.029 0.24
H 1.527 1.424 -1.055 0.27
H 1.784 -1.807 1.409 0.40
H 3.173 -1.164 0.617 0.39
H -2.392 0.295 -1.609 0.40
H -1.729 -1.248 -1.098 0.40
N -2.459 0.323 1.471 -1.10
H -2.231 1.300 1.227 0.39
H -3.362 0.269 1.937 0.36
H -1.745 -0.032 2.100 0.37
```

## Properties
- Kohn-Sham gap (hartree) = 0.3689
- E_HOMO (Eh) = -0.33512
- ΔE to the lowest compared entry with this formula, charge and spin (eV) = 0.2091
- SMILES string = C/C(N)=N\C(N)=O.N

[5]
DFT (ωB97M-V/def2-TZVPD) results for a structure of composition C21H44N3OP2PtS in a non-equilibrium geometry.

Geometry as XYZ:
```
73
Properties=species:S:1:pos:R:3:lowdin_spin:R:1
Pt 0.000 0.000 0.000 0.60
P -0.037 -1.927 -1.103 0.14
P 0.186 2.157 0.504 0.13
N 0.430 0.746 -2.088 0.34
C 0.910 -1.585 -2.709 0.02
H 1.740 -2.302 -2.821 0.00
H 0.234 -1.736 -3.570 0.00
C 1.446 -0.147 -2.696 0.03
H 2.360 -0.078 -2.083 0.01
H 1.695 0.184 -3.726 0.01
C 0.686 2.210 -2.200 0.02
H -0.281 2.695 -2.421 0.00
H 1.357 2.413 -3.057 0.01
C 1.260 2.779 -0.902 0.03
H 1.341 3.879 -0.956 0.00
H 2.271 2.374 -0.725 0.00
C 1.035 2.756 2.078 0.02
C 1.836 1.652 2.788 0.01
H 2.806 1.458 2.299 0.00
H 1.264 0.709 2.827 0.00
H 2.043 1.960 3.829 0.00
C -1.352 3.237 0.390 0.02
C -2.373 2.797 1.452 0.00
H -3.376 2.699 0.999 0.00
H -2.448 3.538 2.268 0.00
H -2.090 1.824 1.887 0.00
C -1.648 -2.662 -1.750 0.03
C -2.296 -3.545 -0.674 0.00
H -3.383 -3.674 -0.834 0.00
H -2.139 -3.091 0.322 0.00
H -1.842 -4.552 -0.681 0.00
C 0.941 -3.384 -0.416 0.03
C 0.501 -3.776 1.004 0.01
H 1.304 -4.358 1.493 0.00
H -0.411 -4.396 0.998 0.00
H 0.299 -2.884 1.616 0.01
C 1.662 -0.317 0.543 0.31
O 2.773 -0.571 0.864 0.20
C -1.107 4.752 0.414 0.01
H -0.072 4.991 0.720 0.00
H -1.288 5.223 -0.567 0.00
H -1.782 5.234 1.145 0.00
C -1.375 -3.478 -3.024 0.01
H -1.926 -4.434 -2.995 0.00
H -1.705 -2.915 -3.916 0.00
H -0.303 -3.706 -3.148 0.00
C 1.017 -4.592 -1.360 0.01
H 1.661 -5.377 -0.921 0.00
H 0.020 -5.038 -1.524 0.00
H 1.438 -4.328 -2.347 0.00
C -0.011 3.366 3.028 0.00
H -0.823 2.662 3.269 0.00
H 0.460 3.663 3.980 0.00
H -0.457 4.266 2.565 0.00
H 1.737 3.550 1.762 0.00
H 1.951 -2.935 -0.330 0.00
H -1.759 2.948 -0.598 0.00
H -2.324 -1.818 -1.986 0.00
H -0.475 0.549 -2.525 0.00
H -1.584 0.335 -0.441 0.03
C -0.797 -3.593 3.798 0.01
N -0.370 -2.253 4.187 0.17
C 0.191 -1.997 5.385 0.22
C 0.311 -0.640 5.524 0.26
N -0.168 -0.059 4.413 0.15
C -0.512 -1.050 3.562 0.29
S -1.252 -0.806 2.085 0.78
H -1.392 -3.569 2.866 0.00
H 0.083 -4.263 3.713 0.00
H -1.471 -4.001 4.581 0.00
H 0.438 -2.740 6.132 0.01
H 0.678 -0.107 6.392 0.01
H -0.256 0.961 4.290 0.00
```

## Properties
- Kohn-Sham gap (spin up / spin down) (hartree) = 0.1521 / 0.1877
- multiplicity = 5
- E_HOMO (spin up / spin down) (Eh) = -0.48857 / -0.68666
- charge = +3